Density functional theory data (the ωB97M-V functional and the def2-TZVPD basis) for a structure of composition C24H44Be2BrCl2F8N5O12S2.

## Properties
LUMO	-7.17	eV
energy above the lowest of the compared OMol25 structures with the same formula, charge and spin	0.678	eV
DFT total energy	-7236.060807	Ha

Geometry as ORCA input:
```
! RIJCOSX wB97M-V def2-TZVPD def2/J DEFGRID3
* xyz 0 1
C -2.445 -3.685 -1.672
C -2.083 -2.212 -1.309
N -0.847 -2.051 -0.533
C 0.285 -1.541 -1.247
N 0.751 -0.293 -0.511
C 1.182 -0.574 0.910
O 1.894 0.456 1.439
C 1.067 1.416 2.128
C 0.631 2.579 1.235
C 1.979 -1.917 0.924
N 3.100 -1.759 1.823
O 2.501 -2.283 -0.354
C 1.518 -2.475 -1.372
C 2.247 -2.035 -2.680
C 1.532 -2.459 -3.961
F 1.875 -1.668 -5.032
C 1.157 -3.971 -1.561
C 1.161 -4.819 -0.286
C 0.914 -6.300 -0.642
Br 2.581 -7.237 -0.985
H -1.719 -4.334 -1.175
H -3.459 -3.943 -1.373
H -2.320 -3.804 -2.752
H -2.110 -1.608 -2.217
H -2.899 -1.839 -0.680
H -0.628 -2.867 0.018
H -0.007 -1.183 -2.234
H -0.020 0.377 -0.458
H 1.547 0.141 -0.986
H 0.265 -0.754 1.480
H 0.206 0.982 2.642
H 1.696 1.845 2.911
H 1.369 2.813 0.457
H -0.373 2.419 0.836
H 0.566 3.453 1.881
H 1.348 -2.692 1.374
H 3.796 -1.210 1.321
H 3.521 -2.687 1.854
H 3.299 -2.322 -2.655
H 2.247 -0.931 -2.683
H 0.440 -2.428 -3.849
H 1.775 -3.508 -4.160
H 1.956 -4.382 -2.190
H 0.245 -4.087 -2.154
H 2.146 -4.730 0.176
H 0.390 -4.552 0.447
H 0.409 -6.752 0.214
H 0.222 -6.408 -1.481
C -1.238 5.607 0.209
O -1.759 6.864 0.018
O -0.306 5.271 -0.748
O -1.528 4.839 1.068
H -0.295 6.087 -1.278
Be -2.923 6.273 -0.836
C -7.064 6.646 4.462
C -7.828 6.999 3.204
O -7.097 6.593 2.031
C -7.111 5.299 1.757
O -7.667 4.448 2.375
C -6.307 5.033 0.476
F -5.083 5.658 0.523
F -6.930 5.493 -0.606
F -6.081 3.749 0.286
H -6.045 7.090 4.459
H -7.575 7.025 5.362
H -6.946 5.566 4.561
H -7.946 8.078 3.128
H -8.828 6.563 3.197
F -1.400 3.014 2.837
O -4.690 8.003 5.119
H -4.023 8.233 4.453
N 5.146 -2.302 4.574
C 4.123 -3.174 4.832
C 4.675 -4.381 5.178
C 6.085 -4.230 5.132
C 6.344 -2.937 4.760
H 5.034 -1.346 4.292
H 3.096 -2.863 4.746
H 4.129 -5.272 5.436
H 6.824 -4.983 5.348
H 7.275 -2.417 4.610
F 5.101 -7.784 -0.567
Cl 9.672 -8.424 -2.603
C 7.899 -8.624 -2.717
C 7.477 -10.061 -2.588
Cl 7.978 -11.045 -3.996
H 7.574 -8.195 -3.662
H 7.458 -8.043 -1.906
H 6.392 -10.116 -2.531
H 7.892 -10.519 -1.695
Be -7.960 8.401 6.799
N -3.643 7.389 -4.729
S -4.551 7.923 -5.935
O -4.743 7.006 -7.005
O -4.404 9.300 -6.257
F -5.949 7.880 -5.177
S -2.136 7.213 -5.124
O -1.409 6.430 -4.149
O -1.443 8.340 -5.642
F -2.175 6.220 -6.354
*
```

=====

Density functional theory data (the ωB97M-V functional and the def2-TZVPD basis) for a structure of composition C24H44Cl2F4N2O26PdS4.

## Properties
LUMO (alpha / beta)	-1.51 / -4.51	eV
DFT total energy	-6046.790887	Ha

Geometry as ORCA input:
```
! RIJCOSX wB97M-V def2-TZVPD def2/J DEFGRID3
* xyz 0 3
Pd 1.644 -2.121 -0.770
N 3.216 -2.482 0.504
S 3.018 -2.155 2.071
O 3.679 -0.973 2.636
O 2.536 -3.215 2.938
F 1.678 -1.335 1.674
S 4.712 -3.231 0.876
O 4.860 -4.655 1.030
O 5.713 -2.363 1.488
F 5.065 -3.069 -0.629
N 0.494 -0.352 -0.922
S -0.931 -0.299 -1.743
O -0.918 0.141 -3.199
O -2.123 -0.029 -0.953
F -0.994 -1.901 -1.949
S 0.353 0.924 -0.091
O -0.276 0.771 1.222
O 0.346 2.223 -0.738
F 1.975 0.913 0.241
Cl -3.996 -0.515 -5.080
C -3.064 0.847 -5.733
C -3.546 2.216 -5.356
Cl -2.300 3.428 -5.599
H -2.960 0.749 -6.814
H -2.016 0.868 -5.433
H -3.830 2.556 -4.360
H -4.498 2.436 -5.838
C -3.173 2.934 -1.081
C -3.715 4.254 -1.020
O -2.980 5.057 -1.889
C -1.875 4.369 -2.344
O -1.030 4.803 -3.139
O -2.020 3.066 -1.979
H -3.894 2.266 -1.551
H -2.745 2.538 -0.161
H -3.562 4.556 0.016
H -4.755 4.228 -1.345
C 0.812 3.464 -5.133
C 1.270 2.781 -3.880
O 2.616 2.955 -3.828
C 3.133 3.130 -5.052
O 4.295 3.234 -5.345
O 2.067 3.418 -5.903
H 0.444 4.456 -4.869
H 0.037 2.870 -5.618
H 1.126 1.706 -3.984
H 0.632 3.120 -3.064
C -2.447 0.731 3.325
C -2.505 -0.797 2.883
O -3.892 -1.097 2.738
C -4.582 -1.419 3.886
O -4.041 -2.142 4.756
O -5.954 -1.081 3.791
C -6.424 0.180 3.359
H -3.172 1.071 4.065
H -2.406 1.231 2.357
H -1.474 0.971 3.755
H -2.054 -1.338 3.715
H -1.935 -1.076 1.997
H -5.950 0.486 2.427
H -6.182 0.933 4.109
H -7.489 0.158 3.127
C 3.171 -3.668 -6.394
C 3.381 -2.259 -5.877
O 2.887 -2.023 -4.574
C 3.315 -1.331 -3.633
O 2.745 -1.395 -2.533
O 4.371 -0.552 -3.937
C 4.970 0.378 -3.023
H 3.679 -4.329 -5.692
H 3.724 -3.790 -7.326
H 2.115 -3.931 -6.442
H 3.036 -1.455 -6.527
H 4.465 -2.155 -5.835
H 5.848 0.965 -3.294
H 5.087 -0.201 -2.108
H 4.230 1.171 -2.916
C 0.048 -5.440 3.040
C -0.206 -5.841 1.547
O -1.231 -4.983 1.031
C -1.028 -3.673 0.660
O 0.061 -3.145 0.424
O -2.161 -2.992 0.490
C -3.461 -3.542 0.835
H -0.825 -5.533 3.686
H 0.231 -4.366 3.066
H 0.967 -5.900 3.402
H -0.326 -6.911 1.382
H 0.786 -5.690 1.121
H -3.586 -4.283 0.046
H -4.281 -2.843 0.670
H -3.680 -3.964 1.816
C 1.473 2.679 9.101
C 2.510 3.032 8.055
O 2.063 3.438 6.799
C 1.700 2.511 5.845
O 1.346 1.374 6.140
O 1.815 3.087 4.700
C 1.665 2.243 3.521
H 0.817 3.431 9.540
H 2.135 2.395 9.919
H 0.922 1.828 8.700
H 3.277 2.257 8.039
H 3.043 3.908 8.423
H 0.672 1.813 3.384
H 2.430 1.467 3.514
H 1.791 2.831 2.613
*
```